Computed, not measured: a gas-phase ion, C6H13NP (charge +1) in a non-equilibrium geometry, with wB97M-V/def2-TZVPD.

Each line ends with the Mulliken charge.
CARTESIAN COORDINATES (ANGSTROEM)
C  -2.5409  0.0363  1.4450  -0.18
N  -2.0177  -0.5347  0.3961  -0.34
P  -0.5254  -1.3746  0.3297  0.50
C  -0.6869  -3.1080  -0.3737  -0.99
C  0.3304  -0.3959  -0.9335  -0.62
C  0.4242  1.0682  -0.7352  -0.44
C  1.6194  1.5208  -0.3257  -0.10
C  1.8246  2.9726  0.0123  -1.04
H  -3.5632  0.5271  1.3426  0.25
H  -2.0989  0.0876  2.3546  0.30
H  0.1931  -1.5645  1.5960  0.22
H  -1.5029  -3.2345  -1.0700  0.38
H  -0.8669  -3.6733  0.6240  0.36
H  0.3031  -3.3312  -0.9124  0.36
H  -0.0086  -0.6893  -1.9637  0.40
H  1.3650  -0.7995  -0.9198  0.37
H  -0.4119  1.7217  -0.9787  0.37
H  2.4101  0.8402  -0.3525  0.35
H  0.8806  3.3552  0.0177  0.33
H  2.3745  2.9371  1.0986  0.25
H  2.4983  3.6386  -0.6514  0.29

## Properties
SMILES = C=[N+]=[P@@H](C)C/C=C/C
Charge = +1
Energy relative to the best compared isomer or geometry (same formula, charge and spin) = 0.633 eV
E_HOMO = -13.01 eV

---

Computed, not measured: C4H5NO3 in the gas phase in a non-equilibrium geometry, with wB97M-V/def2-TZVPD.

Each line ends with the Mulliken charge.
CARTESIAN COORDINATES (ANGSTROEM)
O  -1.9267  0.9476  2.2406  -0.52
C  -0.9470  1.3156  1.5457  0.15
N  -0.6054  0.5555  0.4911  0.24
O  0.1927  1.1197  -0.5050  -0.35
C  1.1336  0.1730  -0.9475  -0.35
C  0.2295  -1.0681  -0.9120  -0.36
C  -0.5662  -0.8486  0.3188  0.33
O  -0.9621  -1.7727  1.0492  -0.55
H  -0.2795  2.2695  1.7150  0.31
H  1.9256  -0.0078  -0.2204  0.29
H  1.3851  0.4718  -1.9606  0.30
H  0.8963  -2.0374  -1.0097  0.27
H  -0.4759  -1.1180  -1.8054  0.25

## Properties
SMILES = O=CN1OCCC1=O
Charge = 0
Energy relative to the best compared isomer or geometry (same formula, charge and spin) = 3.100 eV
E_HOMO = -10.03 eV

---

Computed, not measured: C2H3N3O in the gas phase in a non-equilibrium geometry, with wB97M-V/def2-TZVPD.

Each line ends with the Mulliken charge.
CARTESIAN COORDINATES (ANGSTROEM)
N  0.4211  -1.0730  1.0524  -0.42
C  0.3361  0.2195  0.6164  0.54
C  0.1498  0.3175  -0.8696  -0.37
N  -0.8804  0.9601  -1.3216  0.48
N  -1.8182  1.4689  -1.7098  -0.56
O  0.4278  1.1795  1.3552  -0.57
H  0.4507  -1.2150  2.0519  0.25
H  0.0379  -1.8116  0.4840  0.24
H  0.8969  0.0208  -1.5925  0.41

## Properties
Charge = 0
Energy relative to the best compared isomer or geometry (same formula, charge and spin) = 1.532 eV
E_HOMO = -8.92 eV

---

Computed, not measured: 14 unconnected molecules or ions with the total composition C53H143N9O20 in a non-equilibrium geometry, with wB97M-V/def2-TZVPD.

Each line ends with the Mulliken charge.
CARTESIAN COORDINATES (ANGSTROEM)
C  -4.1380  1.4986  -2.1393  -0.51
O  -3.1470  2.6051  -2.0489  -0.49
H  -3.8770  0.7355  -1.4061  0.22
H  -5.1453  1.8622  -1.9362  0.24
H  -4.1827  1.1237  -3.1619  0.25
H  -2.3895  2.2484  -2.5187  0.28
C  4.4813  -0.7832  -0.3386  -0.51
O  4.9605  0.5585  -0.2271  -0.53
H  5.3306  -1.4601  -0.2458  0.34
H  3.8667  -1.1360  0.4896  0.18
H  3.9462  -0.9925  -1.2649  0.20
H  4.1560  1.0253  0.0108  0.31
C  -1.1778  -6.5756  5.7448  -0.44
O  -1.5249  -7.7667  5.0722  -0.54
H  -0.8696  -6.9242  6.7305  0.27
H  -0.2251  -6.2846  5.3025  0.12
H  -1.8428  -5.7120  5.7531  0.24
H  -0.7517  -8.2025  4.7064  0.34
C  3.8065  -6.6003  -6.0739  -0.55
O  3.3910  -7.8026  -5.4215  -0.48
H  4.0244  -5.8151  -5.3500  0.22
H  4.7406  -6.7836  -6.6050  0.25
H  2.9764  -6.0966  -6.5691  0.26
H  2.9052  -8.3078  -6.0775  0.31
C  0.1447  6.4864  5.8522  -0.64
O  -1.0241  5.7933  5.8598  -0.45
H  0.3445  6.8908  4.8599  0.27
H  0.3389  7.2908  6.5617  0.28
H  0.9775  5.7839  5.8850  0.23
H  -1.6367  6.5252  5.9629  0.30
C  0.7836  -0.3466  18.2865  -0.83
O  0.6334  0.6073  17.2908  -0.27
C  -0.6637  0.4592  16.7586  -0.65
C  -0.5851  1.5951  15.7334  -0.65
N  -0.3006  1.1206  14.4206  -0.36
C  -0.4329  2.2357  13.4365  -0.68
C  -0.1815  1.7669  12.0159  -0.58
O  1.2405  1.6729  11.7622  -0.32
C  1.6174  1.3811  10.3883  -0.66
H  1.7270  -0.2915  18.8297  0.28
H  0.7636  -1.3626  17.8922  0.32
H  0.0488  -0.3266  19.0914  0.32
H  -1.4418  0.6355  17.5012  0.40
H  -0.9679  -0.4859  16.3087  0.34
H  0.0387  2.4471  16.0036  0.36
H  -1.5980  1.9936  15.6756  0.44
H  0.6899  0.9282  14.3763  0.23
H  0.3870  2.9288  13.6247  0.35
H  -1.3923  2.7371  13.5643  0.46
H  -0.6190  2.5739  11.4281  0.39
H  -0.5492  0.7574  11.8319  0.33
H  2.6905  1.5459  10.2909  0.24
H  1.1281  2.1211  9.7549  0.27
H  1.1704  0.4226  10.1249  0.27
C  0.3193  -3.3330  -1.0074  -0.81
O  0.5641  -2.4542  0.0814  -0.18
C  -0.3158  -2.5306  1.1943  -0.70
C  0.0674  -1.5050  2.2708  -0.72
N  -0.0804  -0.1502  1.7557  -0.27
C  0.7406  0.7536  2.4955  -0.70
C  0.7486  2.1177  1.8113  -0.68
O  1.6901  2.0817  0.7050  -0.21
C  1.5558  3.2042  -0.1411  -0.71
H  0.2989  -4.3179  -0.5409  0.33
H  1.0814  -3.3149  -1.7865  0.23
H  -0.6177  -3.2372  -1.5560  0.29
H  -0.3913  -3.5399  1.5989  0.49
H  -1.3253  -2.2622  0.8830  0.31
H  1.1109  -1.7898  2.4048  0.29
H  -0.4746  -1.5883  3.2128  0.46
H  -0.9984  0.2002  1.9895  0.25
H  1.7840  0.4893  2.6677  0.40
H  0.1421  0.9358  3.3881  0.40
H  1.1815  2.8000  2.5429  0.35
H  -0.1948  2.5563  1.4860  0.42
H  1.6989  4.1772  0.3289  0.35
H  0.5877  3.2522  -0.6396  0.29
H  2.1910  2.9905  -1.0007  0.15
C  4.2881  -5.3600  5.2148  -0.81
O  3.8051  -6.2469  4.1960  -0.28
C  4.5006  -6.1343  2.9644  -0.70
C  3.9050  -7.0186  1.8344  -0.45
N  3.7600  -8.3509  2.3590  -0.41
C  2.7528  -9.1485  1.7040  -0.69
C  2.1717  -10.2931  2.6627  -0.68
O  1.4892  -9.7173  3.8308  -0.23
C  0.8041  -10.6974  4.5773  -0.98
H  4.3834  -4.3264  4.8821  0.32
H  5.2326  -5.7284  5.6152  0.31
H  3.5633  -5.2397  6.0199  0.24
H  5.5098  -6.3990  3.2797  0.38
H  4.4678  -5.1240  2.5565  0.44
H  4.5553  -6.9529  0.9621  0.31
H  2.9335  -6.5916  1.5855  0.26
H  3.5657  -8.2573  3.3457  0.34
H  3.1415  -9.6100  0.7962  0.34
H  1.9205  -8.5207  1.3858  0.38
H  3.0281  -10.8695  3.0124  0.39
H  1.5627  -10.8392  1.9422  0.48
H  1.1049  -10.6896  5.6250  0.31
H  1.2120  -11.7032  4.4767  0.39
H  -0.2653  -10.7420  4.3714  0.35
C  5.3006  12.4766  -3.5529  -0.82
O  4.6178  11.3228  -3.9369  -0.30
C  3.5897  11.7193  -4.8264  -0.71
C  3.0410  10.4615  -5.4826  -0.54
N  4.0692  9.9123  -6.3621  -0.42
C  4.0066  8.3895  -6.4541  -0.61
C  5.1509  7.8287  -7.3647  -0.66
O  6.4256  8.6109  -7.0853  -0.33
C  7.2367  8.8458  -8.1615  -0.70
H  6.1717  12.2733  -2.9301  0.28
H  4.7611  13.2615  -3.0229  0.33
H  5.6371  13.0598  -4.4101  0.34
H  3.9662  12.4156  -5.5757  0.37
H  2.8433  12.2962  -4.2803  0.52
H  2.0625  10.6256  -5.9340  0.33
H  2.9425  9.6927  -4.7163  0.33
H  5.0348  10.1256  -6.1564  0.31
H  3.0721  8.0000  -6.8579  0.32
H  4.1882  7.9751  -5.4624  0.39
H  4.8162  7.9421  -8.3958  0.36
H  5.1857  6.7448  -7.2547  0.42
H  7.5025  7.8477  -8.5097  0.28
H  8.0614  9.4779  -7.8320  0.22
H  6.6119  9.3321  -8.9107  0.32
C  8.7547  1.4758  -4.8506  -0.70
O  7.5781  1.6028  -5.7032  -0.32
C  6.4516  1.9971  -4.8422  -0.49
C  5.1592  1.8435  -5.7282  -0.66
N  4.0603  2.6040  -5.2939  -0.27
C  2.8765  2.1744  -6.1555  -0.59
C  1.4958  2.3672  -5.4926  -0.55
O  1.5600  1.8883  -4.1561  -0.31
C  1.5028  0.5116  -4.0242  -0.71
H  9.5862  1.0702  -5.4270  0.25
H  8.5546  0.8749  -3.9635  0.30
H  9.0746  2.4370  -4.4484  0.29
H  6.5305  3.0328  -4.5117  0.35
H  6.3345  1.3716  -3.9573  0.29
H  4.9598  0.7820  -5.8746  0.28
H  5.3426  2.0330  -6.7858  0.49
H  3.8404  2.3094  -4.3532  0.18
H  2.9407  1.1485  -6.5182  0.29
H  2.8812  2.8625  -7.0008  0.40
H  0.6290  1.9350  -5.9925  0.35
H  1.2302  3.4213  -5.4127  0.28
H  1.9056  -0.1127  -4.8217  0.31
H  0.4786  0.1416  -3.9782  0.31
H  1.8575  0.2998  -3.0155  0.21
C  -6.6987  9.8133  -10.7835  -0.80
O  -5.3641  9.8947  -10.3240  -0.28
C  -4.8179  11.1293  -10.6972  -0.55
C  -3.4604  11.0864  -9.9339  -0.66
N  -3.4189  11.4799  -8.5010  -0.47
C  -4.4457  11.0726  -7.5513  -0.31
C  -4.0018  10.9714  -6.1171  -0.75
O  -3.1067  9.8791  -6.0873  -0.26
C  -2.7699  9.2881  -4.8258  -0.78
H  -7.2863  10.6467  -10.3983  0.32
H  -7.1770  8.8833  -10.4760  0.26
H  -6.7332  9.7486  -11.8710  0.31
H  -5.4000  12.0278  -10.4925  0.38
H  -4.5134  11.0579  -11.7414  0.44
H  -2.8522  11.7517  -10.5467  0.36
H  -3.0891  10.0811  -10.1326  0.31
H  -2.6506  10.9809  -8.0756  0.28
H  -4.7994  10.1058  -7.9095  0.30
H  -5.2541  11.8035  -7.5313  0.31
H  -4.8363  10.9897  -5.4161  0.45
H  -3.3910  11.8287  -5.8341  0.31
H  -2.1903  9.8637  -4.1041  0.29
H  -2.1495  8.4495  -5.1420  0.24
H  -3.6501  8.9000  -4.3132  0.31
C  0.8236  -14.0984  -2.3554  -1.09
C  0.0809  -13.3809  -3.6191  0.05
C  -1.2376  -12.6793  -3.0699  -0.78
O  -0.9364  -11.5937  -2.1425  -0.19
C  -1.9069  -10.6076  -1.9499  -0.84
N  0.8560  -12.5188  -4.4121  -0.70
H  1.6919  -14.6569  -2.7050  0.36
H  0.1104  -14.5974  -1.6994  0.32
H  1.2352  -13.2271  -1.8459  0.22
H  0.0132  -14.2161  -4.3161  0.39
H  -1.7700  -13.4560  -2.5209  0.36
H  -1.8801  -12.3505  -3.8868  0.41
H  -1.6780  -9.8435  -1.2070  0.24
H  -2.8525  -11.0230  -1.6016  0.32
H  -2.2087  -10.0861  -2.8582  0.33
H  0.3754  -12.0204  -5.1474  0.26
H  0.8985  -11.7871  -3.7172  0.34
C  -8.0069  -8.9480  -4.0290  -1.30
C  -8.1747  -7.3629  -4.1846  0.31
C  -6.8987  -6.5122  -4.2699  -0.54
O  -7.2612  -5.1532  -3.9747  -0.31
C  -6.3752  -4.2902  -3.3490  -0.80
N  -8.8801  -7.3600  -5.4540  -0.72
H  -7.5517  -9.1562  -3.0608  0.36
H  -7.4120  -9.4187  -4.8117  0.33
H  -8.9318  -9.5106  -3.9014  0.38
H  -8.8484  -6.8915  -3.4691  0.32
H  -6.4547  -6.7037  -5.2467  0.24
H  -6.1603  -6.7782  -3.5135  0.33
H  -6.8613  -3.3159  -3.2992  0.29
H  -5.5879  -3.9957  -4.0430  0.32
H  -5.9399  -4.5314  -2.3793  0.31
H  -8.9501  -6.4011  -5.7634  0.26
H  -8.4270  -7.8187  -6.2314  0.24
C  -5.9509  1.7692  7.2188  -1.39
C  -5.0636  0.6993  6.5529  0.58
C  -5.8652  -0.6222  6.4895  -0.85
O  -5.9404  -1.4291  7.7266  -0.36
C  -4.6820  -1.7759  8.2019  -0.72
N  -4.7251  1.1351  5.1888  -0.72
H  -5.4782  2.7284  7.4301  0.40
H  -6.3531  1.3465  8.1395  0.34
H  -6.8787  1.9749  6.6851  0.36
H  -4.0936  0.5742  7.0340  0.22
H  -5.4299  -1.2832  5.7400  0.40
H  -6.8624  -0.4408  6.0886  0.38
H  -4.2569  -0.8762  8.6466  0.26
H  -3.9402  -2.1240  7.4832  0.33
H  -4.7244  -2.5512  8.9670  0.27
H  -4.3782  2.0761  5.3081  0.25
H  -5.4964  1.3708  4.5809  0.26

## Properties
Charge = 0
E_HOMO = -8.31 eV

---

| no. | gap between HOMO and LUMO (eV) |
| --- | --- |
| 1 | 9.0 |
| 2 | 10.3 |
| 3 | 9.5 |
| 4 | 8.4 |